Entry 1:
ORCA calculation (the ωB97M-V functional and the def2-TZVPD basis) on 10 unconnected molecules or ions with the total composition C54H83IN15O in a non-equilibrium geometry.

Calculated values
- LUMO energy: -0.125 hartree
- Molar mass: 1085.266 g mol⁻¹
- Energy: -3300.921773 a.u.
- Gap between HOMO and LUMO: 5.86 eV

```
! wB97M-V def2-TZVPD RIJCOSX def2/J DEFGRID3
* xyz 1 1
C -2.15 2.15 3.92
C -0.52 2.35 3.80
C -0.05 3.44 2.66
C -0.29 2.90 1.09
C 1.06 2.06 0.57
N 0.73 0.85 -0.25
C 0.69 -0.49 0.53
C -0.66 -0.65 1.46
C -0.20 -1.60 2.75
O -1.33 -2.29 3.40
C -0.97 -2.31 4.85
C 0.53 0.75 -1.60
N 0.22 -0.46 -2.50
C 0.12 -0.10 -3.96
C -0.14 -0.98 -5.32
C -1.33 -2.11 -5.17
C -0.59 -3.45 -4.50
I -2.94 -1.37 -3.87
N 0.35 1.41 -3.85
N 0.33 2.01 -5.10
N 0.56 1.89 -2.57
C 0.80 3.37 -2.49
C 2.36 3.82 -2.90
C 3.39 2.56 -3.07
C 3.99 2.01 -1.62
N 5.18 1.08 -1.93
H -2.47 1.63 4.94
H -2.75 3.18 3.86
H -2.60 1.45 3.07
H 0.04 1.33 3.62
H -0.16 2.78 4.84
H -0.79 4.37 2.76
H 1.04 3.87 2.82
H -1.28 2.29 0.97
H -0.46 3.90 0.46
H 1.60 1.74 1.58
H 1.84 2.78 0.03
H 0.90 -1.42 -0.14
H 1.60 -0.42 1.29
H -1.05 0.35 1.94
H -1.55 -1.20 0.93
H 0.33 -0.86 3.51
H 0.67 -2.34 2.39
H 0.13 -2.71 5.03
H -0.98 -1.21 5.27
H -1.72 -2.98 5.47
H -0.45 -0.27 -6.22
H 0.85 -1.53 -5.69
H -1.73 -2.41 -6.24
H -0.41 -3.19 -3.37
H 0.48 -3.57 -5.00
H -1.30 -4.36 -4.68
H 1.32 2.30 -5.32
H -0.32 2.83 -5.14
H 0.56 3.88 -1.47
H 0.12 3.92 -3.29
H 2.75 4.58 -2.09
H 2.31 4.39 -3.95
H 2.98 1.67 -3.74
H 4.34 2.97 -3.66
H 4.33 2.97 -1.02
H 3.21 1.34 -1.06
H 5.08 0.79 -2.95
H 4.96 0.17 -1.41
N -2.35 -5.93 5.02
C -2.18 -7.26 4.73
C -2.47 -7.99 5.86
C -2.83 -7.06 6.87
C -2.75 -5.80 6.32
H -2.20 -5.17 4.37
H -1.87 -7.58 3.74
H -2.43 -9.06 5.96
H -3.11 -7.29 7.89
H -2.94 -4.82 6.74
N -4.33 1.47 7.50
C -4.16 0.14 7.21
C -4.45 -0.58 8.35
C -4.81 0.35 9.36
C -4.73 1.61 8.80
H -4.18 2.24 6.85
H -3.85 -0.17 6.22
H -4.41 -1.65 8.44
H -5.09 0.12 10.37
H -4.92 2.59 9.23
N -5.87 -2.42 -5.33
C -6.75 -3.31 -4.78
C -7.88 -3.32 -5.56
C -7.68 -2.40 -6.62
C -6.42 -1.86 -6.45
H -4.95 -2.20 -4.96
H -6.49 -3.86 -3.89
H -8.76 -3.93 -5.39
H -8.37 -2.17 -7.42
H -5.88 -1.13 -7.04
N -5.75 -6.43 -2.89
C -6.60 -7.05 -2.01
C -7.28 -8.03 -2.69
C -6.82 -8.02 -4.03
C -5.87 -7.02 -4.12
H -5.13 -5.66 -2.67
H -6.65 -6.73 -0.98
H -8.02 -8.69 -2.27
H -7.14 -8.66 -4.83
H -5.28 -6.68 -4.96
N -3.06 3.06 11.60
C -3.09 4.39 11.92
C -2.14 4.60 12.90
C -1.52 3.36 13.17
C -2.11 2.42 12.35
H -3.66 2.61 10.91
H -3.77 5.07 11.44
H -1.92 5.55 13.37
H -0.73 3.17 13.88
H -1.93 1.36 12.23
N 5.63 4.05 3.42
C 5.05 3.21 2.51
C 6.01 2.87 1.58
C 7.20 3.53 1.95
C 6.94 4.25 3.09
H 5.15 4.47 4.21
H 4.01 2.92 2.60
H 5.86 2.21 0.73
H 8.16 3.48 1.43
H 7.57 4.89 3.69
N 3.63 4.56 -6.61
C 4.88 5.09 -6.45
C 4.88 6.36 -6.98
C 3.57 6.61 -7.47
C 2.82 5.48 -7.23
H 3.34 3.63 -6.32
H 5.67 4.52 -5.98
H 5.72 7.04 -7.01
H 3.22 7.51 -7.95
H 1.78 5.25 -7.44
N 2.09 -5.92 -6.14
C 1.24 -6.53 -5.26
C 0.56 -7.52 -5.94
C 1.03 -7.51 -7.28
C 1.97 -6.51 -7.37
H 2.71 -5.15 -5.92
H 1.19 -6.22 -4.23
H -0.18 -8.18 -5.52
H 0.71 -8.15 -8.08
H 2.57 -6.17 -8.21
N 7.88 4.15 -2.59
C 9.14 4.68 -2.43
C 9.13 5.95 -2.96
C 7.83 6.20 -3.45
C 7.08 5.07 -3.21
H 7.60 3.22 -2.30
H 9.92 4.11 -1.96
H 9.97 6.63 -2.99
H 7.47 7.10 -3.93
H 6.04 4.84 -3.42
*
```

=====

Entry 2:
ORCA calculation (the ωB97M-V functional and the def2-TZVPD basis) on 9 unconnected molecules or ions with the total composition C54H88BF2N4O28S2Si in a non-equilibrium geometry.

Calculated values
- LUMO energy: -0.148 hartree
- Molar mass: 1382.326 g mol⁻¹
- Energy: -5746.588390 a.u.
- Gap between HOMO and LUMO: 6.18 eV

```
! wB97M-V def2-TZVPD RIJCOSX def2/J DEFGRID3
* xyz 1 1
C 5.62 3.02 -0.45
C 4.43 3.71 -1.09
N 3.39 4.09 -0.11
C 2.76 2.93 0.55
C 3.44 2.64 1.90
C 2.50 5.04 -0.61
S 2.91 6.61 -0.65
S 0.91 4.52 -1.26
C -0.20 5.48 -0.19
C -1.64 5.32 -0.65
C -2.51 4.29 0.10
C -1.80 2.98 0.29
C -1.66 2.16 -0.88
B -2.26 2.60 -2.29
C -3.82 2.68 -2.53
O -1.38 2.93 -3.27
C -1.01 0.95 -0.79
C -0.85 0.01 -1.94
C -1.55 -1.19 -1.96
C -1.38 -2.02 -3.06
C -0.52 -1.58 -4.05
N 0.18 -0.45 -4.05
C 0.01 0.34 -2.98
C -0.49 0.55 0.48
C 0.19 -0.66 0.62
N 0.67 -1.11 1.78
Si 1.60 -2.73 1.68
C 1.04 -3.70 0.19
C 3.39 -2.28 1.47
C 1.46 -3.81 3.18
C 0.47 -0.35 2.89
N 0.95 -0.92 4.13
C 1.96 -0.11 4.77
O 3.11 -0.32 4.61
F 1.50 0.87 5.52
C -0.21 -1.27 4.92
O -0.74 -2.32 4.86
F -0.66 -0.30 5.70
C -0.14 0.85 2.84
C -0.65 1.37 1.62
C -1.32 2.61 1.53
C -1.52 3.45 2.76
C -2.91 3.22 3.36
O -2.81 3.51 4.75
H 5.43 1.95 -0.37
H 5.80 3.38 0.56
H 6.52 3.14 -1.05
H 4.78 4.63 -1.54
H 4.01 3.09 -1.89
H 2.85 2.04 -0.08
H 1.72 3.14 0.74
H 4.13 1.80 1.83
H 4.01 3.50 2.24
H 2.69 2.44 2.67
H 0.09 6.52 -0.27
H -0.04 5.19 0.85
H -1.68 5.11 -1.72
H -2.14 6.28 -0.51
H -3.40 4.14 -0.50
H -2.84 4.70 1.05
H -4.13 1.96 -3.29
H -4.35 2.50 -1.60
H -4.05 3.69 -2.87
H -1.78 2.85 -4.15
H -2.21 -1.46 -1.14
H -1.92 -2.95 -3.14
H -0.41 -2.21 -4.93
H 0.56 1.27 -2.96
H 0.35 -1.28 -0.24
H 1.25 -3.14 -0.73
H -0.02 -3.94 0.19
H 1.65 -4.60 0.16
H 3.71 -1.59 2.26
H 4.01 -3.17 1.48
H 3.54 -1.76 0.53
H 2.00 -3.36 4.01
H 0.45 -4.09 3.47
H 2.01 -4.72 2.92
H -0.26 1.41 3.76
H -0.79 3.19 3.51
H -1.43 4.51 2.54
H -3.26 2.20 3.17
H -3.61 3.92 2.90
H -3.67 3.41 5.16
C -8.90 4.52 -2.96
O -8.69 4.87 -4.33
C -7.41 4.96 -4.69
O -6.46 4.77 -3.97
O -7.36 5.29 -5.97
C -6.04 5.42 -6.51
H -9.97 4.49 -2.81
H -8.47 3.54 -2.74
H -8.46 5.27 -2.30
H -5.50 4.48 -6.43
H -5.50 6.21 -5.99
H -6.16 5.69 -7.55
C 4.08 0.35 7.40
O 4.01 0.77 8.76
C 4.11 -0.23 9.64
O 4.23 -1.39 9.36
O 4.06 0.28 10.86
C 4.16 -0.68 11.91
H 3.98 1.24 6.79
H 5.04 -0.12 7.19
H 3.28 -0.34 7.18
H 5.12 -1.21 11.86
H 3.34 -1.39 11.86
H 4.11 -0.12 12.84
C 7.54 -2.59 7.67
O 8.13 -1.31 7.40
C 9.29 -1.38 6.74
O 9.83 -2.39 6.37
O 9.73 -0.14 6.55
C 10.98 -0.06 5.85
H 6.61 -2.38 8.21
H 7.31 -3.11 6.75
H 8.19 -3.19 8.30
H 10.89 -0.49 4.85
H 11.76 -0.57 6.41
H 11.21 1.00 5.77
C -10.34 3.79 -6.52
O -11.65 3.78 -7.10
C -12.32 2.65 -6.91
O -11.93 1.69 -6.31
O -13.51 2.77 -7.50
C -14.35 1.62 -7.37
H -9.90 4.75 -6.74
H -10.41 3.66 -5.44
H -9.73 3.00 -6.95
H -14.57 1.42 -6.33
H -13.89 0.75 -7.83
H -15.27 1.86 -7.90
C 3.25 -2.65 -6.43
O 3.21 -4.04 -6.79
C 2.46 -4.30 -7.86
O 1.84 -3.48 -8.50
O 2.50 -5.60 -8.10
C 1.74 -6.03 -9.23
H 3.89 -2.58 -5.56
H 3.68 -2.05 -7.23
H 2.26 -2.29 -6.17
H 2.10 -5.56 -10.14
H 0.68 -5.80 -9.08
H 1.87 -7.11 -9.29
C -0.50 -6.20 -4.19
O -1.79 -6.08 -3.60
C -2.15 -7.14 -2.86
O -1.48 -8.12 -2.67
O -3.37 -6.91 -2.37
C -3.89 -7.98 -1.57
H -0.33 -5.29 -4.75
H 0.27 -6.29 -3.42
H -0.45 -7.05 -4.86
H -3.26 -8.15 -0.70
H -3.98 -8.89 -2.15
H -4.88 -7.66 -1.24
C -5.11 -12.49 1.99
O -4.52 -11.81 3.10
C -4.37 -10.50 2.94
O -4.68 -9.87 1.96
O -3.81 -10.00 4.04
C -3.60 -8.59 4.00
H -5.16 -13.53 2.27
H -6.11 -12.11 1.80
H -4.49 -12.38 1.10
H -4.54 -8.06 3.89
H -2.92 -8.33 3.19
H -3.15 -8.33 4.96
C 6.41 7.99 -2.38
O 7.45 8.16 -1.41
C 7.88 7.02 -0.88
O 7.47 5.92 -1.14
O 8.83 7.31 0.00
C 9.39 6.17 0.66
H 6.14 8.98 -2.74
H 6.77 7.39 -3.22
H 5.54 7.52 -1.93
H 9.86 5.50 -0.06
H 8.63 5.64 1.23
H 10.15 6.55 1.34
*
```

=====

Calculated HOMO energy in order - -9.2660; -10.1945 eV